(1)
Entry from OMol25: a structure of composition NO3Tl (ωB97M-V/def2-TZVPD).

Each line ends with the Löwdin charge.
Atoms and positions in Å:
Tl -1.120 3.058 -0.554  1.1813
N 0.260 -0.794 0.144  -0.4527
O 1.218 -1.372 -0.320  0.5425
O 0.097 0.389 -0.245  0.2200
O -0.455 -1.283 0.975  0.5089

highest occupied orbital energy = -22.5 eV
total charge = +2
gap between HOMO and LUMO = 4.7 eV

(2)
Entry from OMol25: the ion NO4S2 with charge +1 (ωB97M-V/def2-TZVPD).

Each line ends with the Löwdin charge.
Atoms and positions in Å:
N -0.707 -0.648 2.194  -0.0832
O -1.183 -0.618 -1.851  -0.1102
O 1.272 -0.885 -2.205  -0.0916
O 0.389 0.169 -0.157  -0.3796
O 0.185 1.900 1.814  -0.1645
S 0.156 -0.452 -1.487  0.8444
S -0.111 0.535 1.692  0.9847

highest occupied orbital energy = -18.2 eV
total charge = +1
gap between HOMO and LUMO = 9.4 eV

(3)
Entry from OMol25: a structure of composition NO7SSr3 (ωB97M-V/def2-TZVPD).

Each line ends with the Löwdin charge.
Atoms and positions in Å:
Sr -2.518 1.358 -0.533  1.8726
Sr 1.454 -1.804 1.104  1.8432
Sr 3.103 0.194 -4.000  1.9179
N -0.868 0.616 2.343  -0.5766
O -0.579 -0.611 2.261  -0.1564
O -0.163 1.397 2.894  0.1353
O -1.991 0.988 1.840  -0.2241
S 0.286 -0.444 -1.238  0.3088
O 0.181 -1.866 -0.874  -0.4676
O 1.335 -0.144 -2.264  -0.5460
O -1.028 0.142 -1.560  -0.5810
O 0.789 0.174 0.028  -0.5261

highest occupied orbital energy = -17.8 eV
total charge = +3
gap between HOMO and LUMO = 6.3 eV

(4)
Entry from OMol25: the ion O12P4 with charge -4 (ωB97M-V/def2-TZVPD).

Each line ends with the Löwdin charge.
Atoms and positions in Å:
O 3.031 0.381 0.508  -0.4293
O 1.178 -1.161 2.303  -0.3848
O -0.105 2.345 -1.931  -0.4026
O -3.054 0.049 0.355  -0.3970
O 2.250 0.546 -1.689  -0.3799
O 0.131 -2.813 1.130  -0.3838
O -1.339 2.512 -0.025  -0.3866
O -2.116 -1.790 -0.632  -0.3762
O 1.115 -1.163 -0.325  -0.2244
O 0.822 1.397 0.272  -0.2238
O -0.909 -0.507 1.299  -0.2150
O -0.995 0.222 -1.250  -0.2121
P 1.760 0.282 -0.314  0.0238
P 0.376 -1.371 1.063  -0.0138
P -0.415 1.557 -0.713  0.0017
P -1.730 -0.485 -0.051  0.0036

highest occupied orbital energy = 5.8 eV
total charge = -4
gap between HOMO and LUMO = 5.8 eV

(5)
Entry from OMol25: a cluster of 2 separate species, O2 in total (ωB97M-V/def2-TZVPD).

Each line ends with the Löwdin charge.
Atoms and positions in Å:
O 0.000 0.000 0.982  0.0000
O 0.000 0.000 -0.982  0.0000

highest occupied orbital energy = -13.1 eV
total charge = 0
gap between HOMO and LUMO = 7.3 eV

(6)
Entry from OMol25: the molecule O2 (ωB97M-V/def2-TZVPD).

Each line ends with the Löwdin charge.
Atoms and positions in Å:
O 0.000 0.000 0.606  0.0000
O 0.000 0.000 -0.606  0.0000

highest occupied orbital energy = -10.1 eV
total charge = 0
gap between HOMO and LUMO = 7.9 eV
SMILES string = O=O